Record 1
The following is a DFT calculation (ωB97M-V with the def2-TZVPD basis set) of a cluster of 2 separate species, C3H9N2S in total in a non-equilibrium geometry.

Last columns: bonded neighbours and bond lengths (Å).
Geometry (Å):
1 C -0.17 -0.13 0.84  C3 1.507, N4 1.310, N5 1.298
2 C 0.90 -0.25 -1.42  C3 1.547, H7 1.040, H8 1.156, H9 1.030
3 C -0.42 -0.02 -0.64  C1 1.507, C2 1.547, S6 1.767
4 N -0.41 -1.27 1.44  C1 1.310, H11 0.998, H12 1.004
5 N 0.19 0.95 1.46  C1 1.298, H13 1.003, H14 1.007
6 S -1.30 1.49 -0.90  C3 1.767, H15 1.359
7 H 1.46 0.54 -1.03  C2 1.040
8 H 1.24 -1.36 -1.40  C2 1.156
9 H 0.63 -0.08 -2.40  C2 1.030
10 H -1.43 -1.24 -0.98  no bonds
11 H -0.16 -2.12 0.99  N4 0.998
12 H -0.68 -1.38 2.40  N4 1.004
13 H -0.11 1.88 1.24  N5 1.003
14 H 0.78 0.96 2.28  N5 1.007
15 H -0.52 2.03 -1.87  S6 1.359

Its net charge is +1. For the energy relative to the best compared isomer or geometry (same formula, charge and spin), the calculation gives 245.5 kJ/mol. The highest occupied orbital energy is -0.4968 Ha. The value obtained for the frontier orbital gap is 9.255 eV.

---

Record 2
The following is a DFT calculation (ωB97M-V with the def2-TZVPD basis set) of the ion C3H9N2S with charge +1 in a non-equilibrium geometry.

Last columns: bonded neighbours and bond lengths (Å).
Geometry (Å):
1 C 1.14 -0.39 -0.26  C3 1.449, S6 1.511
2 C -1.21 -0.41 0.21  C3 1.624, H7 1.090, H8 1.099, H9 1.107
3 C 0.04 -1.33 -0.26  C1 1.449, C2 1.624, N5 1.466, H10 1.121
4 N 1.02 2.37 0.84  S6 2.167, H11 1.004, H12 1.001, H14 1.018
5 N -0.31 -1.87 -1.58  C3 1.466, H13 0.963, H15 0.970
6 S 2.14 0.70 0.03  C1 1.511, N4 2.167
7 H -2.13 -0.98 0.20  C2 1.090
8 H -1.29 0.57 -0.29  C2 1.099
9 H -0.95 -0.36 1.28  C2 1.107
10 H 0.11 -2.17 0.49  C3 1.121
11 H 0.41 2.99 0.32  N4 1.004
12 H 1.83 2.93 1.00  N4 1.001
13 H -0.29 -2.83 -1.63  N5 0.963
14 H 0.57 2.39 1.75  N4 1.018
15 H -1.09 -1.61 -2.10  N5 0.970

Its net charge is +1. For the energy relative to the best compared isomer or geometry (same formula, charge and spin), the calculation gives 331.5 kJ/mol. The highest occupied orbital energy is -0.4919 Ha. The value obtained for the frontier orbital gap is 8.102 eV.